[1]
Formula: H10LiO5
Source: the Open Molecules 2025 dataset
Level of theory: the ωB97M-V functional and the def2-TZVPD basis

Its multiplicity is 2. The HOMO-LUMO gap (alpha / beta) comes out at 14.16 / 3.97 eV. The calculation puts the energy above the lowest of the compared OMol25 structures with the same formula, charge and spin at 5.3 kcal per mole. As for the total charge: +2. As for the expectation value of S²: 0.76. As for the HOMO energy (alpha / beta): -21.46 / -19.98 eV. The calculation puts the molar mass at 97.016 g mol⁻¹. The LUMO energy (alpha / beta) comes out at -7.3 / -16.0 eV.

Each line ends with the Mulliken spin population.
Element x y z (Å)
Li (-0.254, -0.184, 0.282)  0.00
O (-0.268, -2.073, -0.415)  0.19
H (-0.736, -2.894, -0.567)  0.00
H (0.639, -2.266, -0.653)  -0.01
O (-2.346, 0.238, -0.300)  0.41
H (-2.448, 0.688, -1.138)  -0.01
H (-3.240, 0.141, 0.031)  -0.01
O (-0.124, 1.599, 1.569)  0.18
H (0.443, 1.523, 2.337)  0.00
H (0.144, 2.418, 1.153)  -0.01
O (0.414, 0.696, -1.391)  0.10
H (0.429, 1.652, -1.447)  0.00
H (0.727, 0.400, -2.246)  0.00
O (1.820, -0.628, 0.976)  0.19
H (2.434, 0.101, 0.900)  -0.01
H (2.367, -1.411, 0.908)  -0.01

---

[2]
Formula: H10N2O11Zn
Source: the Open Molecules 2025 dataset
Level of theory: the ωB97M-V functional and the def2-TZVPD basis

Its multiplicity is 1. The HOMO-LUMO gap comes out at 7.90 eV. The calculation puts the energy above the lowest of the compared OMol25 structures with the same formula, charge and spin at 0.0 kcal per mole. As for the HOMO energy: -9.04 eV. The calculation puts the molar mass at 279.473 g mol⁻¹. The LUMO energy comes out at -1.1 eV.

Each line ends with the natural charge from an NBO analysis.
Element x y z (Å)
Zn (0.619, -0.028, -0.345)  1.76
N (-0.730, 1.902, 1.974)  0.73
O (-1.591, 1.613, 2.798)  -0.44
O (-0.122, 0.962, 1.358)  -0.73
O (-0.443, 3.083, 1.713)  -0.50
N (-2.324, -0.630, -1.519)  0.73
O (-2.135, -0.760, -2.733)  -0.50
O (-3.404, -0.761, -0.971)  -0.42
O (-1.298, -0.336, -0.792)  -0.75
O (0.647, 1.686, -1.460)  -1.00
H (0.693, 1.599, -2.421)  0.51
H (0.321, 2.583, -1.296)  0.53
O (1.521, -1.013, -1.991)  -0.99
H (2.483, -1.048, -2.056)  0.50
H (1.195, -1.306, -2.853)  0.52
O (2.495, 0.434, 0.436)  -1.00
H (3.341, 0.038, 0.678)  0.51
H (2.612, 1.386, 0.567)  0.52
O (0.780, -1.718, 0.798)  -1.01
H (0.127, -2.428, 0.698)  0.53
H (1.019, -1.722, 1.734)  0.52
O (-1.804, -1.538, 1.999)  -0.99
H (-1.286, -0.757, 1.744)  0.49
H (-2.718, -1.243, 1.941)  0.49

---

[3]
Formula: H10NO3
Source: the Open Molecules 2025 dataset
Level of theory: the ωB97M-V functional and the def2-TZVPD basis

Its multiplicity is 1. The HOMO-LUMO gap comes out at 12.10 eV. The calculation puts the energy above the lowest of the compared OMol25 structures with the same formula, charge and spin at 17.7 kcal per mole. As for the total charge: +1. As for the HOMO energy: -15.55 eV. The calculation puts the molar mass at 72.084 g mol⁻¹. The LUMO energy comes out at -3.5 eV.

Each line ends with the natural charge from an NBO analysis.
Element x y z (Å)
N (0.354, 0.004, -0.158)  -0.86
H (1.146, 0.246, 0.453)  0.46
H (-0.275, 0.810, -0.179)  0.46
H (-0.094, -0.851, 0.162)  0.47
H (0.823, -0.115, -1.065)  0.46
H (2.147, -2.579, 2.268)  0.49
H (0.863, -2.089, 2.832)  0.48
O (1.390, -2.031, 2.025)  -0.97
H (-2.484, -0.224, -0.830)  0.46
H (-2.786, -1.562, -1.432)  0.49
O (-2.111, -0.869, -1.447)  -0.95
H (-0.248, 3.349, -0.429)  0.49
H (0.839, 3.176, -1.479)  0.50
O (0.435, 2.735, -0.722)  -0.99

---

[4]
Formula: H10NO3
Source: the Open Molecules 2025 dataset
Level of theory: the ωB97M-V functional and the def2-TZVPD basis

Its multiplicity is 2. The HOMO-LUMO gap (alpha / beta) comes out at 12.40 / 2.50 eV. The calculation puts the energy above the lowest of the compared OMol25 structures with the same formula, charge and spin at 19.6 kcal per mole. As for the total charge: +2. As for the expectation value of S²: 0.76. As for the HOMO energy (alpha / beta): -19.88 / -19.06 eV. The calculation puts the molar mass at 72.084 g mol⁻¹. The LUMO energy (alpha / beta) comes out at -7.5 / -16.6 eV.

Each line ends with the Mulliken spin population.
Element x y z (Å)
N (0.013, -0.420, 0.130)  0.00
H (-0.225, -0.496, 1.127)  0.00
H (0.668, 0.390, -0.003)  0.00
H (-0.850, -0.185, -0.364)  0.00
H (0.333, -1.339, -0.186)  0.00
H (-0.226, -0.520, 3.862)  -0.01
H (-0.650, 0.926, 3.390)  -0.01
O (-0.556, -0.004, 3.097)  0.48
H (-0.443, -0.769, -2.834)  -0.02
H (-1.756, -1.623, -3.157)  -0.01
O (-1.229, -1.202, -2.439)  0.58
H (2.397, 1.177, -1.243)  0.00
H (1.983, 2.497, -0.776)  0.00
O (1.652, 1.584, -0.769)  0.00